Record 1
Below is an isolated molecule of C3H5ClO5S in a non-equilibrium geometry, with properties calculated with ωB97M-V with the def2-TZVPD basis set.

XYZ file:
```
15
Properties=species:S:1:pos:R:3:forces:R:3
O -0.178 -2.160 0.775 0.9 0.5 -1.0
C 0.360 -1.469 -0.071 -1.0 -2.3 1.7
O 1.464 -1.837 -0.747 -0.6 -0.1 0.3
C -0.234 -0.130 -0.393 -0.2 0.4 -0.9
C -1.691 0.080 0.070 -0.1 0.1 -0.1
Cl -2.773 -0.972 -0.894 0.2 0.2 0.1
S 0.841 0.996 0.439 3.6 2.7 1.9
O 2.261 0.949 0.053 -2.3 -0.8 -0.2
O 0.628 1.013 1.869 -0.8 -0.8 -1.4
O 0.391 2.445 -0.122 -0.6 -1.2 0.0
H 1.695 -2.740 -0.428 -0.2 0.7 -0.2
H -0.160 0.007 -1.481 0.2 0.4 0.3
H -2.027 1.116 -0.080 0.4 -0.3 -0.2
H -1.844 -0.135 1.121 0.3 -0.3 0.0
H 1.270 2.838 -0.110 0.3 0.8 -0.3
```
Forces are in eV/Å.

Net charge: 0
E_LUMO: 0.4 eV
Orbital gap: 11.75 eV
SMILES: O=C(O)[C@@H](CCl)S(=O)(=O)O
HOMO level: -0.41712 Eh
Total energy: -1351.88694 a.u.

Record 2
Below is an isolated molecule of CH5N3O2S in a non-equilibrium geometry, with properties calculated with ωB97M-V with the def2-TZVPD basis set.

XYZ file:
```
12
Properties=species:S:1:pos:R:3:forces:R:3
C -0.766 -0.002 -0.320 1.3 1.0 2.7
N -1.833 -0.851 -0.085 -1.2 0.0 -5.0
N 0.541 -0.508 0.425 -3.7 2.4 -2.6
N -0.741 1.185 -0.781 0.7 -0.9 -1.4
O 2.938 -0.825 -0.251 -0.2 0.7 -0.7
O 2.206 1.205 0.855 3.1 0.1 -2.5
S 1.933 0.220 -0.415 -0.2 -1.8 2.7
H -2.110 -1.091 0.782 -0.1 -1.0 3.8
H -2.725 -0.799 -0.649 1.9 0.5 0.5
H 0.450 -1.509 0.404 0.8 -0.6 -0.3
H -1.458 1.553 -1.437 0.2 -0.7 1.3
H 1.566 1.421 1.472 -2.5 0.2 1.5
```
Forces are in eV/Å.

Net charge: 0
E_LUMO: 0.6 eV
Orbital gap: 10.25 eV
HOMO level: -0.35580 Eh
Total energy: -753.97376 a.u.

Record 3
Below is a cluster of 2 separate species, C3H6ClNO in total in a non-equilibrium geometry, with properties calculated with ωB97M-V with the def2-TZVPD basis set.

XYZ file:
```
12
Properties=species:S:1:pos:R:3:forces:R:3
C -0.441 1.442 -0.230 0.4 3.6 2.2
C 0.291 0.157 -0.079 -4.0 -2.6 -1.4
C -0.797 -1.016 0.448 1.8 -0.1 -0.6
H -1.625 1.372 -0.351 3.1 0.1 0.3
H -0.175 1.756 0.996 -1.3 0.2 -3.3
H 0.008 2.333 -0.985 -1.0 -2.8 2.3
H -0.423 -2.212 0.102 -1.1 4.0 1.8
H -0.944 -0.632 1.566 -0.1 -1.9 -2.3
H 3.208 -1.028 0.015 -5.0 -1.7 -2.0
N 1.439 -0.079 -0.518 0.0 2.6 -0.4
O 1.858 -1.335 -0.469 6.1 -0.6 2.5
Cl -2.399 -0.758 -0.495 1.1 -0.8 0.9
```
Forces are in eV/Å.

Net charge: 0
E_LUMO: -0.7 eV
Orbital gap: 8.58 eV
HOMO level: -0.34067 Eh
Total energy: -707.83819 a.u.

Record 4
Below is a cluster of 2 separate species, C18H22FNO4S in total in a non-equilibrium geometry, with properties calculated with ωB97M-V with the def2-TZVPD basis set.

XYZ file:
```
47
Properties=species:S:1:pos:R:3:forces:R:3
C -2.117 -3.940 2.867 -0.2 -0.5 -0.2
C -1.969 -2.446 3.017 0.0 0.1 0.0
O -2.205 -1.776 1.737 0.0 0.5 0.4
C -2.343 -0.431 1.796 0.3 0.8 1.2
O -2.375 0.251 2.801 -0.1 -1.1 -1.0
C -2.263 0.208 0.411 -1.0 0.4 0.3
F -1.043 0.783 0.295 1.0 -0.3 0.0
S -3.375 1.674 -0.019 1.3 -1.1 0.0
O -4.722 1.267 0.288 0.3 0.3 -0.4
O -2.831 2.931 0.416 -0.2 -0.5 0.3
C -2.995 1.563 -1.781 -0.8 0.2 -0.2
C -1.735 1.588 -2.397 0.1 0.2 -0.5
C -1.658 1.617 -3.800 -0.6 0.0 0.2
C -2.832 1.617 -4.573 -0.3 0.0 0.5
C -4.082 1.564 -3.932 0.6 0.1 0.0
C -4.155 1.543 -2.538 0.0 0.0 -0.7
H -1.805 -4.397 3.811 0.0 0.0 -0.1
H -3.149 -4.261 2.700 0.1 0.2 -0.1
H -1.505 -4.383 2.072 0.0 0.3 0.1
H -2.698 -2.074 3.744 0.3 0.1 -0.1
H -0.945 -2.226 3.370 -0.5 0.3 -0.3
H -2.440 -0.539 -0.363 0.1 0.1 -0.1
H -0.800 1.601 -1.846 -0.4 0.0 0.1
H -0.685 1.663 -4.301 -0.4 -0.1 0.3
H -2.776 1.670 -5.663 0.0 -0.1 0.4
H -5.009 1.561 -4.494 0.2 0.0 -0.1
H -5.119 1.539 -2.039 0.1 -0.1 -0.1
C 6.346 0.227 0.398 0.2 0.0 0.1
C 4.851 0.143 0.426 -0.5 0.2 -0.3
C 4.076 1.166 -0.150 -0.8 -0.6 0.4
C 2.678 1.000 -0.204 1.3 0.3 -0.2
C 1.775 2.102 -0.680 -0.3 0.3 -0.2
N 2.133 -0.121 0.192 -2.0 0.1 0.5
C 2.782 -1.030 0.890 1.1 0.3 -0.2
C 1.903 -2.051 1.556 -0.2 -0.6 0.2
C 4.187 -0.949 1.007 -1.1 0.0 0.0
H 6.653 1.123 -0.147 0.1 -0.1 0.1
H 6.765 0.271 1.409 0.0 0.0 -0.1
H 6.767 -0.652 -0.102 0.0 0.2 0.1
H 4.468 2.092 -0.547 0.5 -0.1 0.1
H 2.308 3.054 -0.589 -0.2 0.0 -0.2
H 1.461 1.970 -1.726 0.2 0.0 0.2
H 0.848 2.170 -0.088 0.5 -0.2 -0.1
H 2.488 -2.909 1.894 -0.1 0.0 0.1
H 1.374 -1.618 2.426 0.5 0.0 -0.3
H 1.091 -2.411 0.898 0.5 0.2 0.0
H 4.678 -1.742 1.563 0.3 0.2 -0.2
```
Forces are in eV/Å.

Net charge: 0
E_LUMO: 0.6 eV
Orbital gap: 9.63 eV
SMILES: CCOC(=O)[C@H](F)S(=O)(=O)c1ccccc1.Cc1cc(C)nc(C)c1
HOMO level: -0.33193 Eh
Total energy: -1552.82138 a.u.

Record 5
Below is an isolated molecule of C21H31N3O4, with properties calculated with ωB97M-V with the def2-TZVPD basis set.

XYZ file:
```
59
Properties=species:S:1:pos:R:3:forces:R:3
C -0.759 -2.638 -0.312 0.0 0.2 0.0
C -0.227 -1.263 -0.700 0.1 -0.2 -0.1
C 1.265 -1.255 -1.035 -0.1 0.1 0.3
C 2.134 -1.358 0.216 -0.1 -0.1 -0.3
N 3.543 -1.571 -0.086 0.0 -0.1 0.0
C 4.299 -1.921 1.108 0.0 -0.2 0.0
C 4.101 -3.388 1.484 0.1 0.3 0.0
C 4.143 -0.476 -0.841 -0.2 0.1 0.0
C 3.969 0.872 -0.211 0.8 -0.2 0.5
C 4.566 1.470 0.859 -0.1 -0.3 -0.5
C 3.892 2.701 1.061 -0.5 0.2 -0.4
C 2.931 2.772 0.099 0.2 0.5 0.8
C 1.890 3.804 -0.212 0.1 -0.1 -0.1
N 0.672 3.211 -0.721 0.2 0.1 -0.3
C -0.302 2.801 0.164 -0.1 0.0 -0.4
O -0.309 3.141 1.327 0.0 0.0 0.4
N -1.263 2.036 -0.443 0.0 -0.1 -0.4
C -2.411 1.472 0.120 -0.1 -0.1 0.0
C -2.761 1.601 1.456 0.0 0.0 0.0
C -3.905 1.001 1.943 -0.3 -0.2 -0.1
C -4.726 0.258 1.101 0.2 0.2 0.2
O -5.835 -0.294 1.675 0.2 0.2 0.1
C -6.713 -1.040 0.871 -0.1 -0.1 -0.1
C -4.385 0.119 -0.242 -0.2 -0.2 -0.1
C -3.238 0.721 -0.732 0.3 0.2 0.1
O -2.822 0.637 -2.043 0.1 0.3 0.6
C -3.581 -0.133 -2.940 -0.1 -0.1 -0.2
O 2.975 1.666 -0.679 -0.3 0.1 -0.2
H -1.826 -2.579 -0.107 -0.1 -0.1 0.0
H -0.598 -3.351 -1.118 0.0 -0.1 -0.1
H -0.267 -3.013 0.581 0.0 -0.1 0.1
H -0.782 -0.911 -1.572 0.0 0.1 0.1
H -0.415 -0.562 0.116 -0.1 0.1 0.0
H 1.495 -0.325 -1.558 0.1 0.0 -0.1
H 1.503 -2.087 -1.701 0.0 0.0 -0.1
H 1.982 -0.459 0.839 0.0 0.0 0.0
H 1.804 -2.219 0.798 0.0 0.0 0.1
H 4.034 -1.279 1.964 0.1 0.0 0.0
H 5.358 -1.766 0.890 0.0 0.1 0.0
H 4.804 -3.664 2.265 0.0 -0.1 0.1
H 3.096 -3.577 1.850 -0.1 -0.1 0.1
H 4.276 -4.014 0.613 0.0 -0.1 -0.1
H 3.687 -0.460 -1.833 0.1 0.1 0.0
H 5.206 -0.696 -0.959 -0.1 0.0 0.0
H 5.384 1.086 1.434 0.2 -0.2 0.1
H 4.092 3.428 1.820 0.0 0.2 0.2
H 1.635 4.342 0.703 0.1 0.0 -0.2
H 2.264 4.517 -0.957 -0.1 -0.1 0.1
H 0.780 2.690 -1.578 -0.1 0.0 0.1
H -1.170 1.839 -1.429 0.1 0.1 0.1
H -2.125 2.176 2.106 0.0 0.0 0.0
H -4.182 1.099 2.980 0.0 0.0 0.1
H -6.223 -1.922 0.444 0.0 0.0 0.0
H -7.138 -0.433 0.064 0.0 0.0 0.0
H -7.515 -1.364 1.533 0.0 0.0 -0.1
H -5.013 -0.454 -0.903 -0.1 -0.1 -0.1
H -3.061 -0.071 -3.895 -0.1 0.0 0.0
H -4.594 0.265 -3.056 0.0 0.0 0.0
H -3.632 -1.181 -2.625 0.0 0.0 0.0
```
Forces are in eV/Å.

Net charge: 0
E_LUMO: 0.6 eV
Orbital gap: 8.14 eV
SMILES: CCCCN(CC)Cc1ccc(CNC(=O)Nc2ccc(OC)cc2OC)o1
HOMO level: -0.27800 Eh
Total energy: -1284.02253 a.u.

Record 6
Below is a structure of composition C32H26N6OSTi in a non-equilibrium geometry, with properties calculated with ωB97M-V with the def2-TZVPD basis set.

XYZ file:
```
67
Properties=species:S:1:pos:R:3:forces:R:3
Ti -0.400 0.855 -1.210 -0.1 1.5 0.3
N -4.116 2.948 -2.809 0.1 0.0 -0.1
C -3.071 2.109 -2.546 -0.1 0.0 0.0
S -1.467 2.746 -2.693 0.2 -0.2 0.2
N -3.392 0.891 -2.193 0.0 0.1 0.0
N -2.278 0.135 -1.923 -0.3 -0.2 0.0
C -2.423 -1.143 -1.979 0.0 0.0 -0.2
C -1.312 -2.080 -2.005 0.0 0.1 0.0
C -1.549 -3.451 -1.867 0.0 0.0 0.0
C -0.532 -4.368 -2.031 0.0 0.0 0.0
C 0.739 -3.922 -2.390 0.0 0.0 0.0
C 0.992 -2.574 -2.556 0.1 0.1 0.0
C -0.013 -1.640 -2.322 -0.1 -0.2 -0.2
O 0.246 -0.328 -2.383 0.5 -1.1 -0.6
H -3.904 3.774 -3.341 0.0 0.0 0.0
H -5.006 2.508 -2.983 0.0 0.0 0.0
H -3.425 -1.536 -2.147 0.0 0.0 0.0
H -2.552 -3.784 -1.627 0.0 0.0 0.0
H -0.723 -5.424 -1.898 0.0 0.0 0.0
H 1.539 -4.634 -2.539 0.0 0.0 0.0
H 1.976 -2.216 -2.828 0.0 0.0 0.0
N 5.844 5.024 -1.178 0.0 0.0 0.0
C 4.872 4.410 -1.172 0.0 0.0 0.0
C 3.655 3.643 -1.161 0.0 0.0 0.0
C 3.004 3.345 -2.355 0.0 0.0 0.0
C 1.830 2.609 -2.329 0.0 0.0 0.0
C 1.266 2.139 -1.135 0.3 0.5 -0.3
C 1.955 2.450 0.045 -0.1 0.0 0.0
C 3.125 3.192 0.046 0.0 0.0 0.0
H 3.418 3.695 -3.291 0.0 0.0 0.0
H 1.344 2.394 -3.274 0.0 0.0 0.0
H 1.578 2.094 0.998 0.0 0.0 0.0
H 3.639 3.414 0.973 0.0 0.0 0.0
C 3.327 -4.076 2.465 0.0 0.0 0.0
C 4.020 -3.295 1.550 0.0 0.0 0.0
C 3.363 -2.284 0.868 0.0 0.0 0.0
C 2.009 -2.018 1.092 0.0 0.1 0.1
C 1.325 -2.814 2.014 0.0 0.0 0.0
C 1.979 -3.833 2.689 0.0 0.0 0.0
C 1.378 -0.953 0.284 0.0 0.0 0.1
C 0.205 -0.319 0.433 -0.2 -0.3 0.2
C -0.667 -0.482 1.617 0.0 0.0 0.1
C -0.348 0.176 2.807 0.0 0.0 0.0
C -1.179 0.098 3.914 0.0 0.0 0.0
C -2.350 -0.647 3.862 0.0 0.0 0.0
C -2.674 -1.318 2.691 0.0 0.0 0.0
C -1.847 -1.229 1.581 0.0 0.0 -0.1
H 3.833 -4.872 2.996 0.0 0.0 0.0
H 5.071 -3.478 1.364 0.0 0.0 0.0
H 3.903 -1.682 0.147 0.0 0.0 0.0
H 0.273 -2.646 2.194 0.0 0.0 0.0
H 1.430 -4.444 3.394 0.0 0.0 0.0
H 1.995 -0.683 -0.572 -0.1 0.0 -0.1
H 0.572 0.746 2.859 0.0 0.0 0.0
H -0.909 0.616 4.826 0.0 0.0 0.0
H -2.998 -0.711 4.726 0.0 0.0 0.0
H -3.577 -1.915 2.642 0.0 0.0 0.0
H -2.102 -1.767 0.676 0.0 0.0 0.0
N -2.195 3.844 1.322 0.0 0.0 0.1
C -3.243 2.954 1.381 0.0 0.0 0.0
C -2.811 1.841 0.741 0.0 0.0 0.1
N -1.520 2.037 0.295 -0.3 0.1 0.2
C -1.186 3.257 0.661 0.0 -0.1 0.0
H -2.182 4.777 1.694 0.0 0.0 0.0
H -4.177 3.186 1.859 0.0 0.0 0.0
H -3.335 0.917 0.579 0.0 0.0 0.0
H -0.248 3.739 0.450 0.0 0.0 0.0
```
Forces are in eV/Å.

Net charge: 0
E_LUMO: -0.3 eV
Orbital gap: 7.75 eV
HOMO level: -0.29510 Eh
Total energy: -2886.49731 a.u.